Record 1
The following is a quantum chemistry calculation of one molecule with the formula C3H4N4O2 at a distorted geometry, from the Open Molecules 2025 dataset.

Values from the calculation:
**Relative energy (zero: lowest compared OMol25 entry of this formula, charge and spin)**: 121.0 kcal/mol
**SMILES**: [H]/N=C\Nc1n[nH]oc1=O
**Strongest force on any atom**: 0.2031 hartree/bohr
**HOMO-LUMO gap**: 9.63 eV

Element x y z (Å)
H1 -0.9934 1.9527 0.2448
N1 -0.8825 2.4006 1.0999
C1 -0.5629 1.3357 1.7575
N2 -0.2108 0.0932 0.9151
C2 -0.1792 -0.1090 -0.3171
N3 -0.5542 0.3542 -1.4702
N4 -0.1159 -0.7996 -2.3760
O1 0.3946 -1.8500 -1.5840
C3 0.6048 -1.4789 -0.3607
O2 1.1778 -2.2235 0.3862
H2 -0.0785 1.2601 2.8372
H3 0.4586 -0.6499 1.4408
H4 0.9416 -0.2857 -2.5736

---

Record 2
The following is a quantum chemistry calculation of a 2-piece molecular cluster, C3H8O overall, from the Open Molecules 2025 dataset.

Values from the calculation:
**Relative energy (zero: lowest compared OMol25 entry of this formula, charge and spin)**: 26.4 kcal/mol
**SMILES**: CC(C)=O.[H][H]
**Strongest force on any atom**: 0.0172 hartree/bohr
**HOMO-LUMO gap**: 10.73 eV

Element x y z (Å)
C1 -1.0509 -0.5423 0.6052
C2 0.0354 0.4636 0.2975
C3 1.4211 -0.0866 0.0400
O1 -0.1620 1.6606 0.3899
H1 -2.0314 -0.1519 0.3226
H2 -0.8807 -1.5131 0.1297
H3 -1.0350 -0.6795 1.6923
H4 1.4249 -1.0925 -0.3916
H5 2.0091 0.5908 -0.5832
H6 1.9033 -0.1448 1.0230
H7 -0.8020 0.4179 -1.9422
H8 -0.8318 1.0778 -1.5832

---

Record 3
The following is a quantum chemistry calculation of an isolated ion of composition C7H16N and charge +1 at a distorted geometry, from the Open Molecules 2025 dataset.

Values from the calculation:
**Relative energy (zero: lowest compared OMol25 entry of this formula, charge and spin)**: 55.1 kcal/mol
**SMILES**: C/C=C/CCCC[NH3+]
**Net charge**: +1
**Strongest force on any atom**: 0.0965 hartree/bohr
**HOMO-LUMO gap**: 8.10 eV

Element x y z (Å)
C1 0.0424 3.7850 1.5191
C2 -0.2374 2.3865 1.5203
C3 -0.6909 1.6063 0.5323
C4 -1.0993 0.1374 0.7901
C5 -0.7240 -0.7113 -0.5333
C6 0.7781 -0.9156 -0.7826
C7 1.1803 -2.3714 -0.7046
N1 0.5846 -3.1939 -1.8536
H1 0.3345 4.0605 0.4207
H2 -0.7780 4.5159 1.8919
H3 0.9082 4.1469 2.1119
H4 0.0983 1.8913 2.4472
H5 -1.2770 2.0992 -0.2591
H6 -0.6675 -0.2587 1.7718
H7 -2.1778 0.1730 0.9380
H8 -1.3521 -1.5840 -0.5467
H9 -1.2972 -0.1373 -1.3702
H10 1.3181 -0.2710 -0.0845
H11 0.9659 -0.3993 -1.8081
H12 2.2626 -2.3277 -0.5587
H13 0.7592 -2.7852 0.2972
H14 -0.4651 -3.3287 -1.6880
H15 0.8303 -2.8377 -2.7209
H16 0.9508 -4.1008 -1.9155

---

Record 4
The following is a quantum chemistry calculation of a 2-piece molecular cluster, C6H17NO overall at a distorted geometry, from the Open Molecules 2025 dataset.

Values from the calculation:
**Relative energy (zero: lowest compared OMol25 entry of this formula, charge and spin)**: 17.3 kcal/mol
**SMILES**: CCCN.CCCO
**Strongest force on any atom**: 0.0479 hartree/bohr
**HOMO-LUMO gap**: 9.66 eV

Element x y z (Å)
C1 2.4711 2.7236 -1.1158
C2 1.4407 1.6127 -1.2734
C3 1.7959 0.4022 -0.4284
N1 0.8474 -0.7020 -0.5929
H1 2.5009 3.0742 -0.0823
H2 3.4645 2.3659 -1.3864
H3 2.2201 3.5802 -1.7426
H4 0.4455 1.9676 -0.9954
H5 1.3642 1.3042 -2.3238
H6 2.8041 0.0609 -0.6764
H7 1.7865 0.6897 0.6245
H8 0.7363 -1.0561 -1.5308
H9 0.8939 -1.4107 0.1259
C4 -1.9328 -2.5607 0.5878
C5 -1.5033 -1.5413 1.6330
C6 -1.8472 -0.1044 1.2462
O1 -1.3904 0.3112 -0.0118
H10 -1.2910 -2.5224 -0.2930
H11 -2.9448 -2.3699 0.2288
H12 -1.8893 -3.5895 0.9549
H13 -1.9790 -1.7378 2.5971
H14 -0.4254 -1.6215 1.8454
H15 -2.9416 -0.0186 1.2433
H16 -1.4315 0.5610 2.0246
H17 -0.4101 -0.1322 -0.2686

---

Record 5
The following is a quantum chemistry calculation of C20H28Cl3N4OP2STa as an isolated structure at a distorted geometry, from the Open Molecules 2025 dataset.

Values from the calculation:
**Relative energy (zero: lowest compared OMol25 entry of this formula, charge and spin)**: 9.4 kcal/mol
**Net charge**: +4
**Strongest force on any atom**: 0.0867 hartree/bohr
**HOMO-LUMO gap (spin up / spin down)**: 4.34 / 4.34 eV

Element x y z (Å)
Ta1 -0.0814 0.1640 -0.1083
C1 -3.5821 -1.2754 2.3022
C2 -2.2299 -1.1194 1.6951
N1 -1.8867 -0.1219 0.9054
N2 -2.8190 0.9655 0.6701
C3 -2.4001 2.2531 0.6532
N3 -3.2598 3.2661 0.7833
S1 -0.6689 2.6627 0.4414
C4 -1.0819 -1.9871 1.8819
C5 -1.0337 -3.0036 2.8219
C6 0.1126 -3.8184 2.9407
C7 1.1890 -3.5841 2.0572
C8 1.1193 -2.5233 1.1589
N4 0.0284 -1.7202 1.0940
H1 -3.6068 -0.7966 3.2947
H2 -3.7770 -2.3358 2.4548
H3 -4.3567 -0.8343 1.6804
H4 -3.8325 0.7304 0.6467
H5 -4.2636 3.0734 0.7931
H6 -2.9194 4.2048 0.6351
H7 -1.9288 -3.1790 3.4594
H8 0.1331 -4.5810 3.7309
H9 2.1283 -4.1716 2.0674
H10 1.9417 -2.2924 0.4728
C9 1.6087 0.0798 3.2762
P1 1.7143 0.8234 1.5617
C10 1.8190 2.6399 2.0482
C11 3.5206 0.5376 1.2347
C12 3.7227 0.9526 -0.2026
P2 2.3544 0.2118 -1.1971
C13 3.1024 -1.3173 -2.0094
C14 2.3434 1.4393 -2.6578
H11 2.4530 0.4896 3.8229
H12 1.6812 -1.0035 3.3292
H13 0.6881 0.4146 3.7347
H14 2.6994 2.7674 2.7069
H15 0.9041 2.9307 2.5608
H16 1.9380 3.3052 1.1849
H17 3.7592 -0.5181 1.3933
H18 4.1235 1.1136 1.9423
H19 4.6659 0.5278 -0.5817
H20 3.7249 2.0337 -0.3409
H21 3.9516 -1.0199 -2.6159
H22 2.3585 -1.7874 -2.6629
H23 3.4470 -2.0667 -1.2838
H24 3.3795 1.5087 -2.9977
H25 2.0049 2.4291 -2.3668
H26 1.7182 1.0461 -3.4590
Cl1 -4.2719 -0.5820 -5.9534
C15 -3.1615 -0.1603 -4.7278
C16 -2.8875 -1.0590 -3.6964
C17 -1.9506 -0.6922 -2.7263
Cl2 -1.4441 -1.7432 -1.4549
C18 -1.2687 0.5279 -2.7706
O1 -0.3477 0.8643 -1.8819
C19 -1.5839 1.4493 -3.8254
Cl3 -0.9115 3.0297 -4.0088
C20 -2.5557 1.0751 -4.7656
H27 -3.3543 -2.0493 -3.6652
H28 -2.8689 1.8264 -5.4760

---

Record 6
The following is a quantum chemistry calculation of one molecule with the formula C3H8O at a distorted geometry, from the Open Molecules 2025 dataset.

Values from the calculation:
**Relative energy (zero: lowest compared OMol25 entry of this formula, charge and spin)**: 96.3 kcal/mol
**SMILES**: CC(C)O
**Strongest force on any atom**: 0.1221 hartree/bohr
**HOMO-LUMO gap**: 9.23 eV

Element x y z (Å)
C1 1.0305 0.4893 0.5961
C2 0.4398 -0.3590 -0.7020
C3 -0.9677 0.2638 0.1766
O1 0.1873 -1.7360 -0.7831
H1 1.5819 1.2541 0.0821
H2 0.4919 1.0748 1.4178
H3 1.6083 -0.2257 1.1458
H4 0.2462 0.1085 -1.6792
H5 -1.1812 1.3408 0.3439
H6 -1.6234 -0.1347 -0.5542
H7 -1.1097 -0.2464 1.1452
H8 -0.7113 -1.8310 -1.1677

---

Record 7
The following is a quantum chemistry calculation of a 2-piece molecular cluster, C4H8N2O overall at a distorted geometry, from the Open Molecules 2025 dataset.

Values from the calculation:
**Relative energy (zero: lowest compared OMol25 entry of this formula, charge and spin)**: 112.4 kcal/mol
**Strongest force on any atom**: 0.0673 hartree/bohr
**HOMO-LUMO gap (spin up / spin down)**: 7.18 / 7.17 eV

Element x y z (Å)
C1 -2.1415 0.2124 0.0978
C2 0.0679 -1.9331 -0.2126
C3 -1.5526 1.2551 0.7888
C4 0.4672 0.3434 -0.5564
N1 -2.6582 -0.5493 -0.6030
N2 1.3969 1.3565 -0.5031
O1 0.6559 -0.7275 0.2496
H1 0.8478 -2.6635 -0.5015
H2 -0.6339 -1.8254 -1.0030
H3 -0.6146 -2.3685 0.4834
H4 -1.8260 2.2622 0.6320
H5 -0.9988 1.0246 1.6563
H6 -0.1745 0.1309 -1.3677
H7 2.0796 1.4085 0.2327
H8 1.6928 1.8287 -1.4544

---

Record 8
The following is a quantum chemistry calculation of a 2-piece molecular cluster, C3H2ClN2S2 overall at a distorted geometry, from the Open Molecules 2025 dataset.

Values from the calculation:
**Relative energy (zero: lowest compared OMol25 entry of this formula, charge and spin)**: 77.1 kcal/mol
**Net charge**: -1
**Strongest force on any atom**: 0.0844 hartree/bohr
**HOMO-LUMO gap (spin up / spin down)**: 5.82 / 4.73 eV

Element x y z (Å)
C1 0.1711 -0.4139 1.0872
C2 1.0406 0.3582 0.4418
C3 -0.4884 -0.3635 -0.9789
N1 -0.7745 -0.8672 0.2450
N2 0.5566 0.5248 -0.8777
S1 -1.9226 -2.0090 0.8138
S2 1.4701 1.2871 -2.0182
Cl1 -2.2307 1.3527 -1.3389
H1 0.1550 -0.8548 2.0400
H2 2.0229 0.9856 0.5858